Formula: C38H77N5O11
Source: the Open Molecules 2025 dataset
Level of theory: the ωB97M-V functional and the def2-TZVPD basis

Results
Strongest force on any atom: 6.84 eV/Å
Total energy: -2595.0668 Ha
HOMO-LUMO gap: 7.4 eV
HOMO energy: -8.93 eV
SMILES string: C#CCCCC1=C(CCCO)C(=O)C(CC(=O)O)=C(CCO)C1=O.COC[C@@H](C)N.COC[C@@H](C)N.COC[C@@H](C)N.COC[C@@H](C)N.COC[C@@H](C)N

Structure (ORCA input):
```
! wB97M-V def2-TZVPD RIJCOSX def2/J DEFGRID3
* xyz 0 1
O -5.51891 -3.78449 -0.07599
H 1.20378 6.69199 2.85422
H -0.40408 -2.19698 -2.09310
C -7.31595 -6.24864 -6.46950
H 2.15821 2.69509 4.20578
C -6.34610 -5.15006 -3.59150
H -3.31735 7.43358 0.44305
H 9.10357 -2.74408 -3.89551
H -1.93093 -1.28757 1.62077
H -5.71707 -5.21938 1.43624
C 3.21869 0.10538 1.01599
H 0.09130 4.63396 2.66863
C -0.71714 4.41033 -2.32260
H 3.39100 0.59400 4.96378
H -2.88588 7.45214 2.15017
C 6.93111 -0.00541 -3.89288
C 5.13917 2.29938 7.13192
H 3.93735 1.38473 2.70226
N 8.92588 -0.38084 -2.44773
H 3.53446 0.33573 6.69484
H 0.43890 6.18768 0.67747
H -2.50624 2.93598 -2.29658
H -4.06824 -4.81001 0.92778
H -7.39230 -4.68758 0.05962
O 6.26444 1.57800 0.14300
C -6.93811 -3.72512 -0.20594
O 1.75912 -3.09632 -0.43350
O 5.57634 -4.31948 -0.26499
H -8.05925 -3.80024 2.28003
N -0.36745 5.36454 3.21179
C -1.31140 -2.24592 1.44201
C 8.04253 0.97254 -5.77193
H 2.98756 3.57289 5.26173
H -6.26840 -6.21944 -3.79766
N -9.39615 -6.46479 -5.21747
O 4.63589 1.89961 5.86771
C -5.06258 -4.40191 1.11766
C 1.93155 2.45130 7.51039
C 4.43868 -2.27522 0.92777
H -8.62133 -2.45640 0.17921
C -0.55890 1.70181 -2.08068
C -8.12924 -4.33457 -4.96231
H 4.02684 -3.11771 1.62070
H -10.24315 -5.98097 -4.92217
H -1.02615 0.76432 -2.59857
H -5.70436 -4.58095 -4.27128
H 5.21164 0.12768 2.24485
H 9.33429 0.38319 -2.98903
H -0.25946 8.75360 3.22654
H 7.34216 -1.72425 -2.68014
H -7.62535 -6.86742 -7.31740
H 5.38837 -1.77753 1.33711
H 8.44578 0.09561 -1.68496
H -6.91563 -1.08815 -0.68019
O 4.75535 -2.56379 -1.60916
H -1.46002 -3.30337 3.11068
O -7.70175 -4.73779 -3.66295
H 6.61086 2.40744 -0.29344
H -0.79701 -3.72309 -0.20135
H -9.06558 -5.07468 -6.74204
C 1.88717 -1.85355 -0.09421
H 1.31295 1.26492 5.86088
H -6.84961 -6.91766 -5.74403
C -7.59796 -2.55679 0.55810
H -0.49435 2.54322 0.04786
C -2.48646 7.56065 1.13975
C -0.17764 5.58788 -2.04779
H 6.53040 -4.21990 -0.52388
H -1.52675 7.66019 3.80593
H -0.23189 -2.16887 1.87225
H -8.94542 -6.71932 -4.33679
H -5.99718 -4.98670 -2.57000
H 2.12670 1.66879 8.24991
C 0.58736 -0.92700 -0.43364
C 0.61077 0.48524 -0.10502
H -5.90279 -1.45347 0.50858
C -0.61625 1.51263 -0.44571
O -1.53648 6.54112 0.87869
H 9.43273 -1.31767 -4.86368
C 5.11050 2.03055 0.91064
O -1.97212 -3.29557 2.25874
O 1.91481 2.31244 0.93327
H -7.12827 -3.57778 -1.27430
C 4.90659 -3.04014 -0.44316
C -8.51689 -5.50243 -5.89528
H 2.56229 3.31020 7.74673
H 5.50418 2.79036 1.70660
N 2.11078 3.05916 5.15705
C 1.94110 1.04972 0.64166
C 4.42341 0.83083 1.79494
H 4.34948 2.52336 0.18694
H 0.89430 2.77584 7.63759
H -8.40235 -2.08304 2.50990
C 3.44728 1.11374 5.92646
H 7.41238 0.29827 -6.36018
H -7.38519 -3.67692 -5.42818
C 3.21110 -1.28002 0.64584
H -1.40826 2.88191 -3.78678
H -1.56275 -0.86809 -1.33963
H -1.34874 5.28789 2.93820
H 6.25221 -0.47185 -4.61699
H 8.05557 1.94804 -6.26199
C -0.45185 7.76102 3.64503
C -0.70735 -1.62395 -1.13773
C 8.63746 -1.86844 -4.35788
H -9.02348 -3.72357 -4.79950
C 0.11370 6.66743 2.74328
H 0.27097 6.63476 -1.83873
N -6.89317 -1.28994 0.31858
C -7.69742 -2.79083 2.06284
C -1.35545 -2.72450 -0.09963
H -2.46458 -2.83803 -0.38498
H 4.97398 1.53883 7.90132
H 0.52647 1.75935 -2.45323
H 9.07077 0.60632 -5.74256
H 4.69151 3.24916 7.43104
H 0.02099 7.72009 4.63112
H -6.74335 -2.65200 2.57463
O 7.55046 1.15095 -4.45421
C -1.40304 2.97247 -2.62158
H -6.55514 -5.54981 -6.82987
C -0.19948 6.87081 1.24783
H 6.30373 0.36595 -3.07576
H 6.21417 2.46060 7.03122
H 0.05565 7.88479 0.91468
H 7.93476 -2.22869 -5.11512
C 2.15129 1.93185 6.09245
H -1.61724 1.00193 -0.20692
H -2.06701 8.56180 0.99909
H -4.96550 -3.65810 1.91059
C 7.92195 -1.03188 -3.30083
*
```


Formula: C38H78IN4O19P
Source: the Open Molecules 2025 dataset
Level of theory: the ωB97M-V functional and the def2-TZVPD basis

Results
Strongest force on any atom: 1.30 eV/Å
Total energy: -3782.3727 Ha
HOMO-LUMO gap: 6.8 eV
HOMO energy: -8.54 eV

Structure (ORCA input):
```
! wB97M-V def2-TZVPD RIJCOSX def2/J DEFGRID3
* xyz 0 1
H -9.08393 3.89363 8.21253
H 9.90024 -0.93375 -10.65945
N 7.93933 -2.62046 -0.74727
O -9.17093 5.71689 -2.05800
H 12.78429 -3.99139 -9.31056
C 10.74118 -1.56833 -10.38609
H -7.35820 5.49369 9.19105
H 8.06814 -2.12785 2.21696
H -10.65758 1.15689 3.55368
O 10.13643 -2.68800 -9.72562
H 5.27191 -5.61352 -1.25444
H -11.28089 5.42816 1.48768
H -5.68383 2.12873 3.54873
H 9.63393 -3.36527 -5.89930
H -2.06780 4.01398 2.40186
C 1.47781 -3.83855 -1.15145
O 8.23383 -2.16055 -3.72519
O -3.98377 2.87327 1.17191
H 2.66978 -5.43026 -1.81264
C -6.00193 -0.26205 4.75196
O 1.99502 -1.00829 -2.38038
O 9.01381 -0.24022 0.85272
H -12.56205 1.23707 0.53976
C 2.41572 -1.56155 -1.20964
H 5.23687 -3.05844 -1.68996
C -10.23245 5.24174 1.26052
H 0.94045 -4.43303 -0.40773
C -11.18790 0.34212 3.05888
H 10.62307 1.30773 4.34474
C -6.93090 4.33516 6.70249
H 9.78846 -2.54209 2.32527
C -13.14152 0.33710 0.35365
C -0.39044 1.30310 -0.62613
O -2.56923 2.39524 -0.42343
O 0.16183 -3.09815 1.55672
H -8.05071 4.08829 0.51638
H 11.35568 -0.99940 -9.68768
H -10.11213 4.15569 1.22046
H -1.46266 2.45793 -2.08833
H -10.64356 0.97577 1.04913
H -8.66599 5.16558 10.33251
C -7.86070 4.66957 -0.38070
C 7.13956 -5.41354 -6.33316
H 2.42978 -2.30588 1.68533
I 3.08120 -1.44450 -3.98430
H 7.89650 -2.59444 -1.76559
O -7.93310 0.32253 6.01280
C 7.97213 -2.72516 -4.75521
O 10.16699 -4.27056 -8.21769
C -6.84823 1.26316 1.94672
H 0.86777 -0.85665 1.05966
H -0.81832 3.61236 1.22089
H 8.32884 -2.76339 -6.91770
H -6.52872 0.22906 2.08170
H 8.19408 -5.23280 -6.53936
O 10.11580 0.41814 2.62721
C -12.32856 -0.93704 0.30394
H -6.13112 4.96872 7.08697
H -10.31299 5.11459 8.46695
H -12.24541 0.60167 3.00088
H -6.54663 3.76291 5.86698
H 3.41949 -5.53433 0.35133
N 1.44532 -2.42850 -0.65930
N 5.86928 -3.62152 -1.13610
H -6.23822 1.71146 1.16316
C -10.59908 0.09055 1.68623
H 12.35377 -2.62763 -11.37383
H 12.50916 -0.16707 3.69135
C -8.42688 5.61460 9.36839
C 8.84735 -2.61735 -5.97600
H 11.49987 -1.59594 3.90745
O -8.01618 5.67933 5.06743
H 7.06730 -6.11580 -5.50260
H 6.69663 -5.86980 -7.21864
H -9.55050 -0.18073 1.78917
C -6.71884 2.06773 3.21120
H 12.65730 -2.28401 -8.86182
H 10.86194 -2.52202 -12.30615
H -0.87968 0.36350 -0.88461
C 3.74099 -4.61590 -0.15671
H 8.97247 -1.78439 3.70464
C -1.70260 3.24118 1.73107
N 6.27848 -2.32529 0.87278
C -1.26743 2.47233 -1.01789
C -9.34882 5.87452 2.32042
H 0.56450 1.35468 -1.15050
H 6.44386 -3.41554 -6.81238
C 9.03087 -1.81526 2.61952
H -13.89068 0.23335 1.13804
C 11.51303 -1.97962 -11.62132
C 10.43503 0.28737 4.01386
H -0.19408 1.29282 0.44664
H -8.29067 5.71599 2.12264
O 6.89538 -3.53342 -4.78069
O -12.68399 -1.89428 -0.32429
H -7.05339 3.09250 3.04983
C -7.22638 0.56302 5.07171
C 12.28473 -3.28230 -8.65102
H -5.22733 0.27387 4.21047
H 11.90016 -1.09801 -12.13219
H 5.80791 -5.08146 0.33210
C -9.06991 5.41060 -0.90291
C 9.36460 -0.49492 1.97200
H 0.89043 -3.86305 -2.07507
C 5.21419 -4.78386 -0.53547
H 12.53091 -3.53603 -7.62358
H -7.06733 5.38803 -0.17913
H -0.79901 3.43090 -0.79196
H -13.65177 0.44294 -0.59954
H -11.09552 -0.55286 3.67325
H 9.30062 -1.62848 -5.97658
H -8.63987 6.68222 9.41783
O -10.04608 5.80185 -0.05087
H -9.52424 6.94965 2.35921
H -9.57409 5.45588 3.29795
H -1.42648 2.36915 2.32363
C 2.85575 -4.43184 -1.39623
H 5.36058 -4.33472 -5.78246
C 6.65417 -2.79423 -0.25754
C 6.41102 -4.13209 -5.99044
H -6.31416 -1.12049 4.15780
C 11.66099 -0.57175 4.24319
H -5.58897 -0.62438 5.68940
H -7.24126 3.64562 7.48113
O 3.44511 -1.26373 -0.67831
H -7.52322 3.99076 -1.16028
H 9.57252 -0.07565 4.57386
C -8.02955 5.22822 6.18254
O -11.19592 -1.03341 1.03333
O -9.03798 5.58526 6.99876
C -2.83641 2.84879 0.81322
H -7.88771 1.24715 1.61895
H 3.61876 -3.81152 0.57279
C 10.79377 -3.44499 -8.82571
H 11.91290 -0.59414 5.30394
H 3.38720 -3.88946 -2.18836
H 5.30527 -2.56031 1.03374
O -7.58015 1.57279 4.24992
H 8.32478 -1.72689 -0.43459
C -9.25153 4.96924 8.27517
P 1.20922 -2.21421 1.00138
*
```


Look up the HOMO-LUMO gap of the first one.
7.4 eV